C29H41CoF5OP2 | ωB97M-V/def2-TZVPD

```
79
Properties=species:S:1:pos:R:3:forces:R:3:mulliken_spin:R:1
Co 0.36442 -2.68126 -0.61753 0.0 0.5 1.6 2.233
C -1.74871 -1.98688 1.83198 1.4 -1.1 -0.4 0.071
C -1.26738 -3.18682 1.20311 0.9 1.7 0.6 -0.038
C 0.53619 -2.04139 2.11787 -1.5 -0.8 -0.2 0.104
C -0.65654 -1.31987 2.41473 0.4 -1.0 -0.6 -0.041
C 0.18939 -3.25588 1.41588 -1.4 1.5 0.3 -0.041
C -3.16166 -1.66881 2.10943 -0.6 0.3 0.1 -0.009
H -3.83500 -2.07521 1.35100 0.0 0.1 0.0 0.000
H -3.30149 -0.58208 2.16579 -0.2 -0.2 0.0 0.001
H -3.47020 -2.07918 3.08066 0.0 0.0 -0.1 0.002
C -0.75870 -0.20192 3.38619 0.1 0.4 0.0 0.005
H -1.79969 0.06498 3.58868 0.1 0.0 -0.1 0.000
H -0.22798 0.67738 3.02575 0.0 0.2 0.1 -0.010
H -0.31735 -0.47561 4.35035 0.0 0.0 0.0 -0.001
C 1.84533 -1.69326 2.66526 1.2 1.1 -0.1 0.013
H 1.85758 -1.68334 3.76269 0.0 -0.1 -0.1 -0.001
H 2.10109 -0.65505 2.33747 0.1 -0.9 0.4 -0.007
H 2.63311 -2.36816 2.31711 0.0 0.1 0.1 0.000
C 0.93508 -4.54164 1.39302 0.6 -0.5 -0.4 0.000
H 0.81860 -5.16128 2.30682 0.0 0.4 -0.4 0.000
H 2.00552 -4.35739 1.22458 -0.2 -0.3 0.2 0.006
H 0.56984 -5.12594 0.53161 0.3 -0.2 0.4 -0.003
C -2.13815 -4.33598 0.94617 -0.7 -0.7 -0.3 0.019
H -2.42725 -4.84680 1.88708 0.1 0.1 -0.4 -0.001
H -1.61131 -5.04598 0.30851 -0.3 -0.3 0.0 0.004
H -3.06556 -4.01480 0.44312 0.2 -0.3 0.1 -0.003
C -1.19929 2.73459 0.32473 -0.3 0.0 1.6 0.000
C -2.19258 1.93135 0.76408 0.9 0.4 -1.9 0.000
C -2.77792 0.87123 -0.14318 -0.9 -0.1 0.1 -0.015
C -2.60737 1.05908 -1.64491 0.3 0.3 -0.3 0.006
C -1.42635 0.18839 -2.03243 1.2 0.7 -0.8 0.069
C -0.08856 0.01479 -1.14486 -1.2 -1.4 -0.2 0.152
C 0.67341 1.21636 -0.64183 -0.1 1.3 0.8 -0.008
C -0.20993 2.51764 -0.77672 0.8 -0.5 -1.3 0.011
H -3.85082 0.77356 0.01655 0.0 0.0 0.5 0.002
H -2.54872 2.10976 -1.99515 0.1 -0.5 0.5 0.004
H -2.32901 -0.09746 0.06177 -0.3 -0.3 0.5 0.009
H -0.68320 2.40497 -1.77046 0.3 0.7 0.4 -0.003
H -0.93897 3.61996 0.91648 -0.1 -0.5 0.2 0.001
H -2.62307 2.03448 1.74877 -0.2 0.4 -0.1 0.000
H 0.47882 3.37115 -0.81826 -0.3 -0.1 -0.1 0.000
H 0.90860 1.11401 0.43218 -0.2 -0.3 -0.6 0.032
H -0.27022 -0.65399 -0.21168 -0.4 0.8 -1.4 -0.207
H 1.67472 1.32621 -1.10832 -0.6 0.2 -0.2 -0.004
H -3.37556 0.61119 -2.28570 -0.7 0.2 0.7 0.006
H -1.85393 -0.82591 -2.12970 0.4 0.2 -0.3 -0.014
P -0.91166 0.76612 -3.78710 1.0 0.7 -1.5 -0.003
C -0.83687 2.53973 -4.45932 -0.6 0.5 0.3 0.000
C -1.82326 0.08697 -5.22350 0.0 -0.6 0.2 0.009
P 0.94644 -1.04297 -2.33124 -0.4 -0.9 1.4 0.374
C 0.78333 0.20756 -3.76924 -0.4 0.1 -0.2 0.072
C 0.30192 -2.55973 -3.10914 0.0 0.0 -0.9 0.076
C 2.71593 -1.03740 -2.46244 0.7 -0.1 -0.5 0.100
H 0.14746 3.03928 -4.40684 -0.4 -0.6 0.4 -0.001
H -1.57488 3.20390 -3.98082 0.3 -0.2 0.0 0.001
H -1.10681 2.53713 -5.54447 0.1 -0.4 0.9 0.000
H -1.34495 0.39924 -6.16906 0.0 -0.1 0.6 -0.002
H -2.84110 0.48402 -5.23190 0.0 0.0 0.1 0.000
H -1.86913 -1.00415 -5.19278 -0.1 0.1 0.0 0.000
H 2.93452 -0.60093 -3.45328 0.5 -0.3 0.5 -0.001
H 3.05203 -2.08286 -2.41923 0.2 0.5 0.2 0.014
H 3.13720 -0.41309 -1.66647 0.1 -0.3 -0.2 -0.002
H 1.46675 1.04683 -3.54791 -0.4 -0.3 -0.2 0.010
H 1.06570 -0.28147 -4.70294 0.1 0.2 0.0 0.004
H 0.94939 -3.37910 -2.75537 -0.3 0.1 -0.3 -0.012
H 0.41935 -2.47381 -4.19407 -0.2 -0.3 -0.4 0.003
H -0.74599 -2.79979 -2.87836 0.3 0.1 0.0 0.021
F 4.12274 5.58545 4.87886 -0.6 -1.4 -1.0 0.028
C 3.59436 4.56401 4.15926 0.4 1.2 0.7 0.273
C 2.20841 4.49542 3.98843 -1.5 0.4 0.4 -0.081
F 1.40633 5.41781 4.56518 0.9 -0.6 -0.4 -0.006
C 1.62888 3.43492 3.32568 -0.6 0.3 0.6 0.208
F 0.28716 3.23796 3.35622 1.7 0.5 -0.3 0.016
C 2.45609 2.42006 2.72301 -0.9 -1.2 -0.4 0.025
O 1.92865 1.45370 2.12878 0.6 0.8 0.3 0.400
C 3.87483 2.50179 2.93889 1.0 -0.5 0.2 0.186
F 4.64462 1.45282 2.55969 -0.9 1.4 0.3 0.018
C 4.41361 3.55179 3.64337 1.4 -0.5 0.1 -0.069
F 5.73969 3.56957 3.90942 -1.1 0.2 -0.2 -0.006
```
Forces are in eV/Å.

The multiplicity is 5. Its charge is +1. The value obtained for the largest force on an atom is 2.12 eV Å⁻¹. The HOMO energy (spin up / spin down) comes out at -0.3045 / -0.3151 hartree. The calculation puts the total energy at -3769.117300 a.u. As for the expectation value of S²: 6.06. The energy above the lowest of the compared OMol25 structures with the same formula, charge and spin comes out at 21.4 kJ/mol.

C29H41F5FeOP2 | ωB97M-V/def2-TZVPD

```
79
Properties=species:S:1:pos:R:3:forces:R:3:mulliken_spin:R:1
Fe -0.64902 1.77994 1.08996 -0.7 -0.8 -0.9 3.638
C -2.30779 -1.36559 1.89005 -2.5 0.5 -0.5 0.189
C -1.25205 -0.54775 2.39520 -0.8 1.6 1.6 0.243
C -3.21457 0.73197 2.17901 0.5 -0.5 0.9 0.180
C -3.49579 -0.57895 1.75254 1.5 -1.5 0.1 0.153
C -1.85696 0.75403 2.66783 1.2 -0.9 -1.6 0.242
C -2.31189 -2.84703 1.77132 0.2 -0.4 -0.3 -0.003
H -1.29719 -3.25059 1.91576 -0.5 0.0 -0.2 -0.006
H -2.68253 -3.15329 0.76911 0.3 0.0 0.6 0.014
H -2.98425 -3.27970 2.54517 0.4 0.2 -0.5 0.017
C -4.85987 -1.13000 1.48359 0.0 0.1 -0.2 0.004
H -4.83617 -2.22025 1.40373 0.0 0.2 0.0 -0.001
H -5.30926 -0.74160 0.55718 0.1 0.0 0.3 0.003
H -5.50816 -0.85909 2.32849 -0.1 -0.1 -0.3 0.003
C -4.18386 1.81922 2.39050 -0.6 0.3 0.2 -0.014
H -3.98296 2.31936 3.36299 -0.3 -0.3 -0.6 0.013
H -5.20683 1.38971 2.38984 0.5 0.5 0.0 0.002
H -4.11923 2.61204 1.61573 -0.1 -0.4 0.3 0.032
C -1.29978 1.80474 3.55093 0.0 0.0 1.1 0.004
H -2.12739 2.34146 4.04829 0.6 0.0 -0.3 0.004
H -0.72262 2.58071 2.99473 0.3 0.4 0.7 0.001
H -0.68759 1.34853 4.36603 -0.1 0.7 -0.8 0.003
C 0.08124 -0.98752 2.90148 0.2 -0.1 0.0 0.064
H 0.36831 -0.39333 3.80428 -0.1 -0.5 -0.7 0.012
H 0.84771 -0.82164 2.10569 -0.3 -0.3 0.7 0.004
H 0.08210 -2.07817 3.15475 0.1 1.0 -0.2 -0.004
C -0.11465 -2.83463 -1.34844 -0.6 -1.2 -0.4 0.002
C 0.32935 -3.84786 -0.57694 -0.9 0.3 0.0 -0.004
C 1.40791 -3.77089 0.47174 0.4 -1.0 -0.3 0.003
C 2.75314 -3.21882 -0.01701 0.9 0.0 -0.4 -0.001
C 2.98107 -1.80904 0.40400 -0.1 1.3 0.9 0.008
C 2.18865 -0.74781 0.11648 -0.8 -1.0 0.8 -0.023
C 0.90027 -0.67877 -0.71941 0.5 0.8 0.2 0.007
C 0.72193 -1.69495 -1.85975 -0.7 -0.1 0.4 -0.004
H 1.55981 -4.81972 0.82219 0.0 0.8 0.0 0.000
H 2.85266 -3.29160 -1.11898 -0.1 -0.3 0.5 0.000
H 1.03644 -3.15620 1.33007 0.3 -0.6 -0.6 -0.003
H 1.66351 -2.08544 -2.29616 -0.4 0.5 0.6 0.001
H -1.18716 -2.80185 -1.66603 1.2 -0.7 -0.3 0.001
H -0.16328 -4.83292 -0.60804 -0.6 0.8 0.4 0.000
H 0.18209 -1.25351 -2.72877 0.3 0.0 0.7 0.000
H 0.07251 -0.70818 0.03201 0.1 -0.3 -0.8 0.013
H 2.23642 0.11324 0.80077 0.6 -0.1 -0.6 -0.007
H 0.82414 0.32003 -1.20783 0.3 -0.4 0.7 0.015
H 3.57401 -3.80516 0.42386 -0.3 0.0 -0.3 0.000
H 3.88775 -1.64013 1.03884 -1.1 0.0 -0.3 0.000
P 3.43677 0.16044 -1.95780 0.5 0.2 -1.5 -0.003
C 3.74987 0.00004 -3.76790 0.3 -0.4 -0.2 0.000
C 5.11891 -0.24459 -1.31416 0.0 -0.1 -0.1 0.000
P 2.52496 2.64127 -0.31797 2.4 0.3 -1.2 0.036
C 3.36537 1.98922 -1.89005 -0.4 -0.6 -0.2 0.003
C 3.92539 2.21862 0.83518 -0.3 0.2 0.6 -0.002
C 3.09612 4.31167 -0.88426 -0.5 0.7 0.6 -0.002
H 3.17465 0.75548 -4.31623 0.1 -0.2 0.0 0.000
H 3.41824 -1.00032 -4.09150 0.2 0.4 0.0 0.000
H 4.82081 0.11164 -3.98871 -0.3 0.0 -0.2 0.000
H 5.90985 0.02801 -2.02537 -0.2 0.0 0.2 0.000
H 5.14372 -1.33618 -1.17701 0.1 0.3 0.0 0.000
H 5.31045 0.22948 -0.34529 0.0 -0.2 -0.2 0.000
H 4.02714 4.24815 -1.46933 -0.4 0.0 0.5 -0.001
H 3.25193 4.98694 -0.03636 -0.2 0.1 -0.2 0.000
H 2.30577 4.68825 -1.54901 0.3 0.2 0.2 0.000
H 2.75489 2.32605 -2.75338 0.2 -0.2 0.5 0.001
H 4.39611 2.39666 -2.03980 -0.9 0.0 0.5 -0.001
H 3.90134 2.94799 1.65587 0.1 -0.2 0.0 -0.001
H 4.92767 2.25590 0.38212 -0.5 0.1 -0.1 0.001
H 3.77884 1.21622 1.25787 0.1 0.3 0.0 0.001
F -5.96852 1.59590 -3.65091 0.7 0.0 0.5 0.002
C -4.90314 1.49966 -2.82611 -0.5 -0.1 0.0 0.028
C -4.30650 0.24285 -2.62622 -0.8 0.2 -0.5 -0.011
F -4.77352 -0.85001 -3.28435 0.5 1.1 0.7 -0.001
C -3.28690 0.13181 -1.70713 0.1 -0.2 0.2 0.030
F -2.80102 -1.10307 -1.43704 0.1 0.7 -0.1 0.003
C -2.76536 1.25690 -1.03406 -1.3 0.4 -1.1 -0.003
O -1.73136 1.13522 -0.27791 2.0 0.4 1.3 0.109
C -3.39702 2.50264 -1.24045 0.0 -0.6 -0.2 0.018
F -2.93620 3.60267 -0.60897 0.0 -0.4 0.1 0.000
C -4.48401 2.61452 -2.08328 -0.8 0.0 -0.5 -0.012
F -5.17540 3.77693 -2.15730 0.7 -0.9 -0.1 -0.001
```
Forces are in eV/Å.

The multiplicity is 6. Its charge is +1. The value obtained for the largest force on an atom is 2.68 eV Å⁻¹. The HOMO energy (spin up / spin down) comes out at -0.3591 / -0.3589 hartree. The calculation puts the total energy at -3650.127025 a.u. As for the expectation value of S²: 8.78. The energy above the lowest of the compared OMol25 structures with the same formula, charge and spin comes out at 438.6 kJ/mol.

C29H41F9N4O6 | ωB97M-V/def2-TZVPD

```
89
Properties=species:S:1:pos:R:3:forces:R:3:lowdin_charge:R:1
N -3.89421 5.44617 0.95625 -0.8 0.4 0.2 0.051
C -3.30758 4.68888 1.88623 0.2 -0.1 -1.0 -0.157
C -3.38367 3.31003 1.90199 -0.1 0.7 0.4 -0.071
C -4.18719 2.69530 0.95685 0.9 -0.9 1.1 -0.103
C -4.83805 3.45839 0.04090 -1.5 0.8 -0.7 -0.078
C -4.73270 4.86847 0.10270 1.2 -1.3 0.0 -0.137
H -2.67895 5.22965 2.55553 0.4 0.2 0.6 0.098
H -2.85566 2.76511 2.66326 0.1 -0.3 0.0 0.089
H -4.24022 1.60970 1.03021 -0.2 0.2 -0.4 0.102
H -5.52126 2.95671 -0.64549 0.2 0.4 -0.1 0.105
H -5.20305 5.52109 -0.61543 -0.3 0.0 -0.1 0.101
C 2.67502 1.64307 -0.68764 0.6 -0.8 0.3 -0.086
C 3.68692 0.68336 0.02260 0.4 -0.4 -0.6 -0.235
C 2.93760 -0.06494 1.14658 -0.2 1.2 -0.4 -0.218
C 3.86375 -0.73595 2.01402 1.9 -1.6 1.1 -0.241
N 4.70453 -1.23285 2.64591 -1.4 0.7 -0.9 0.154
H 1.76770 1.06970 -0.90333 0.0 0.1 0.1 0.050
H 2.98344 2.07298 -1.65229 0.3 -0.1 0.5 0.077
H 2.42594 2.42401 0.02907 -0.1 0.2 -0.2 0.071
H 4.54246 1.18281 0.51785 -0.5 0.2 -0.4 0.115
H 4.16813 -0.06040 -0.65504 -0.6 0.5 0.2 0.101
H 2.13657 -0.70828 0.76713 0.3 0.0 0.2 0.094
H 2.52558 0.74158 1.75248 -0.6 -0.1 0.1 0.112
C -2.73019 0.35611 -1.68697 -1.1 -1.4 -0.7 -0.106
C -1.62152 0.42438 -0.68800 0.6 0.0 0.8 -0.240
C -0.77072 -0.88105 -0.57354 -0.6 0.6 -1.2 -0.156
C -1.36062 -1.77390 0.39263 0.3 -0.6 -0.1 -0.211
N -1.68837 -2.53725 1.18161 -0.4 -0.2 0.3 0.209
H -2.32039 0.29921 -2.68631 0.1 -0.2 -0.4 0.076
H -3.42259 1.17260 -1.73168 0.0 1.0 0.4 0.049
H -3.42906 -0.50400 -1.56378 0.7 0.2 0.1 0.095
H -1.98646 0.63807 0.32202 0.1 0.2 -0.2 0.080
H -0.94653 1.22123 -0.98911 0.1 0.2 0.1 0.088
H 0.23660 -0.67854 -0.20384 0.0 0.1 -0.3 0.081
H -0.72740 -1.38913 -1.57146 0.2 0.3 0.9 0.140
C 5.42272 -3.44838 -0.13293 -0.1 1.2 0.7 -0.116
C 5.28419 -4.25274 -1.36902 0.2 -1.7 -0.3 -0.269
C 4.58072 -3.57177 -2.53375 0.1 0.5 0.2 -0.166
C 3.33563 -2.94129 -2.08757 -1.1 0.1 -0.3 -0.199
N 2.33309 -2.45340 -1.78449 0.8 -0.2 0.0 0.183
H 4.46706 -3.35746 0.36747 -0.3 0.2 0.2 0.052
H 5.75974 -2.44109 -0.38375 0.0 0.2 0.1 0.079
H 6.12871 -3.79772 0.61650 0.1 -0.4 -0.2 0.085
H 4.77937 -5.20420 -1.14993 0.0 0.2 0.0 0.105
H 6.26541 -4.54957 -1.70086 0.5 -0.1 -0.4 0.109
H 4.39975 -4.26832 -3.35508 -0.2 0.1 0.1 0.112
H 5.19421 -2.75332 -2.92005 0.1 -0.1 0.0 0.126
C 1.19956 -4.53539 1.53053 -0.4 -0.1 0.0 -0.045
C 0.65010 -4.69620 0.12962 0.4 0.5 0.5 -0.191
O 1.55519 -5.63261 -0.51309 0.7 1.1 1.7 0.055
C 1.12811 -6.08548 -1.62096 0.3 -1.3 -0.7 -0.486
O 0.03381 -6.02516 -2.06556 -1.4 0.4 -0.9 0.186
C 2.20781 -6.85965 -2.35262 0.6 0.4 -1.2 -0.541
F 2.73807 -6.06483 -3.33005 -0.2 0.0 0.2 0.128
F 3.24460 -7.24256 -1.61441 -0.2 -0.3 0.3 0.172
F 1.64751 -7.89015 -2.95211 0.2 -0.7 -0.1 0.191
H 0.65425 -3.78731 2.09518 -0.2 0.2 -0.1 0.058
H 2.24996 -4.22151 1.49015 -0.2 -0.3 0.1 0.076
H 1.05478 -5.46773 2.07792 0.4 0.0 0.0 0.084
H 0.75332 -3.78061 -0.44096 -0.1 0.2 -0.1 0.079
H -0.37779 -5.03617 0.02202 0.1 -0.2 0.4 0.123
C -4.86886 -0.92223 4.40792 -0.4 -0.5 0.5 -0.054
C -3.92386 -1.80969 3.66305 0.5 -1.3 -1.0 -0.185
O -2.52561 -1.46454 3.91325 -1.1 -1.0 0.5 0.052
C -2.09639 -0.43106 3.28935 2.0 0.4 1.5 -0.480
O -2.61835 0.30732 2.52586 -1.1 0.5 -1.1 0.130
C -0.69285 -0.01952 3.84065 0.5 -0.6 -1.1 -0.540
F 0.00904 -0.87602 4.57131 -0.3 -0.7 -0.3 0.178
F 0.06478 0.30697 2.75873 0.0 0.1 0.4 0.127
F -0.85778 1.03078 4.60749 -0.2 1.4 0.3 0.192
H -5.84207 -1.41609 4.42006 -0.1 0.1 -0.1 0.087
H -4.97346 0.03946 3.93508 0.0 0.4 -0.1 0.072
H -4.58885 -0.80355 5.45804 0.1 0.0 -0.2 0.093
H -4.05277 -1.79789 2.57416 -0.1 0.4 0.2 0.116
H -3.97772 -2.89155 3.88057 0.0 0.7 0.5 0.136
C -1.33508 4.23098 -1.24637 0.7 0.2 0.1 -0.049
C -1.03976 5.72314 -1.50012 -0.2 -0.7 1.6 -0.192
O -0.47844 5.96528 -2.78278 -0.4 -0.6 -0.1 0.049
C -0.25250 7.23975 -2.99571 1.2 -3.5 -5.8 -0.467
O -0.37460 8.16667 -2.34968 -0.7 4.3 3.9 0.235
C 0.22897 7.41765 -4.50912 0.1 0.6 0.2 -0.513
F 0.10160 6.36276 -5.28971 0.0 -0.8 0.0 0.170
F -0.50103 8.39116 -5.09978 0.5 0.0 0.5 0.143
F 1.53671 7.77024 -4.52332 -0.5 0.1 0.1 0.141
H -0.45625 3.58435 -1.38245 -0.1 0.3 -0.4 0.068
H -2.15791 3.87292 -1.86295 0.0 0.0 0.0 0.077
H -1.56738 4.05829 -0.18606 -0.3 0.4 -0.3 0.065
H -0.29363 6.11167 -0.79726 -0.4 -0.2 0.2 0.134
H -1.96374 6.30505 -1.37431 0.3 -0.1 -0.1 0.129
```
Forces are in eV/Å.

The SMILES is CCOC(=O)C(F)(F)F.CCOC(=O)C(F)(F)F.CCOC(=O)C(F)(F)F.c1ccncc1.CCCC#N.CCCC#N.CCCC#N. The value obtained for the largest force on an atom is 6.87 eV Å⁻¹. The HOMO energy comes out at -0.3657 hartree. The calculation puts the total energy at -2698.888992 a.u.